# 1
Here is C23H29N3O2S in the gas phase from OMol25. Energies are from ωB97M-V/def2-TZVPD.

Output
ΔE to the lowest compared entry with this formula, charge and spin in kcal per mole: 31.7
Gap between HOMO and LUMO in eV: 8.2
E_LUMO in eV: 0.558
HOMO energy in eV: -7.64
Maximum force in eV/Å: 0.465

Geometry as ORCA input:
```
! RIJCOSX wB97M-V def2-TZVPD def2/J DEFGRID3
* xyz 0 1
O -0.85 -4.41 0.09
C -0.82 -3.21 0.29
N 0.34 -2.54 0.53
C 1.63 -3.17 0.41
C 2.23 -2.98 -0.99
C 2.38 -1.50 -1.36
N 3.05 -0.74 -0.32
C 4.48 -1.03 -0.25
C 5.09 -0.26 0.92
O 4.90 1.13 0.78
C 3.53 1.42 0.68
C 2.88 0.69 -0.49
C -2.05 -2.37 0.33
C -3.22 -2.94 0.83
C -4.37 -2.18 0.86
C -4.39 -0.88 0.39
C -3.22 -0.28 -0.13
C -2.06 -1.07 -0.14
N -3.22 1.00 -0.64
C -2.08 1.57 -1.31
C -1.06 2.22 -0.40
C -0.97 1.92 0.95
C -0.03 2.55 1.75
C 0.82 3.49 1.22
C 0.75 3.80 -0.13
C -0.18 3.17 -0.94
C -4.24 1.93 -0.20
C -5.62 1.39 -0.55
S -5.96 -0.06 0.48
H 0.32 -1.55 0.69
H 1.49 -4.23 0.60
H 2.30 -2.74 1.15
H 1.57 -3.45 -1.73
H 3.19 -3.49 -1.04
H 1.39 -1.06 -1.49
H 2.91 -1.42 -2.33
H 4.62 -2.10 -0.08
H 4.99 -0.75 -1.18
H 6.17 -0.42 0.97
H 4.63 -0.61 1.86
H 3.46 2.50 0.54
H 3.02 1.14 1.61
H 1.81 0.93 -0.51
H 3.33 1.05 -1.44
H -3.21 -3.96 1.18
H -5.29 -2.60 1.24
H -1.15 -0.65 -0.53
H -2.45 2.31 -2.02
H -1.60 0.78 -1.91
H -1.63 1.18 1.38
H 0.02 2.30 2.80
H 1.54 3.99 1.85
H 1.41 4.53 -0.56
H -0.24 3.41 -1.99
H -4.18 2.10 0.89
H -4.07 2.88 -0.70
H -5.66 1.10 -1.60
H -6.40 2.12 -0.33
*
```

Löwdin population analysis, charges in e, atoms 1 to 8: O 0.069; C -0.454; N 0.073; C -0.179; C -0.157; C -0.209; N -0.177; C -0.164

***

# 2
Here is a 2-piece molecular cluster, C2H6FP overall at a distorted geometry from OMol25. Energies are from ωB97M-V/def2-TZVPD.

Output
ΔE to the lowest compared entry with this formula, charge and spin in kcal per mole: 22.1
Gap between HOMO and LUMO in eV: 9.9
E_LUMO in eV: -0.074
HOMO energy in eV: -9.98
Maximum force in eV/Å: 2.989

Geometry as ORCA input:
```
! RIJCOSX wB97M-V def2-TZVPD def2/J DEFGRID3
* xyz 0 1
C -2.94 -0.11 -0.98
P -2.09 -0.65 0.36
F -3.18 -0.31 1.61
H -3.89 0.34 -0.71
H -2.86 -0.43 -1.98
C 2.99 0.26 0.33
H 2.03 0.14 -0.21
H 3.55 -0.69 0.25
H 2.71 0.49 1.37
H 3.69 0.97 -0.05
*
```

Löwdin population analysis, charges in e, atoms 1 to 8: C -0.346; P 0.842; F -0.450; H -0.008; H -0.035; C -0.057; H 0.013; H 0.022

***

# 3
Here is C19H29NSiW as an isolated structure at a distorted geometry from OMol25. Energies are from ωB97M-V/def2-TZVPD.

Output
Gap between HOMO and LUMO (spin up / spin down) in eV: 6.6 / 7.2
E_LUMO (spin up / spin down) in eV: -8.606 / -8.042
HOMO energy (spin up / spin down) in eV: -15.17 / -15.25
<S²>: 2.25
Maximum force in eV/Å: 1.318

Geometry as ORCA input:
```
! RIJCOSX wB97M-V def2-TZVPD def2/J DEFGRID3
* xyz 2 3
W -0.05 0.13 -0.34
C -0.82 1.04 -2.34
C 0.60 1.18 -2.33
C 1.16 -0.14 -2.27
C 0.10 -1.10 -2.25
C -1.14 -0.36 -2.27
C -2.52 -0.94 -2.33
C 0.25 -2.59 -2.28
C 2.63 -0.45 -2.31
C 1.39 2.44 -2.41
C -1.83 2.15 -2.42
H -2.81 -1.06 -3.37
H -3.25 -0.30 -1.86
H -2.56 -1.93 -1.86
H 0.50 -2.90 -3.30
H -0.67 -3.10 -2.00
H 1.05 -2.94 -1.63
H 2.97 -0.42 -3.35
H 2.84 -1.45 -1.93
H 3.21 0.27 -1.75
H 1.86 2.53 -3.39
H 2.19 2.46 -1.67
H 0.77 3.32 -2.26
H -2.14 2.27 -3.46
H -1.42 3.10 -2.09
H -2.72 1.92 -1.84
C -3.12 -0.82 1.58
Si -1.71 0.23 2.16
C -1.78 0.55 3.98
C -1.48 1.86 1.17
N -0.18 -0.50 1.54
C 1.08 -0.70 2.07
C 2.07 -1.23 1.20
C 3.39 -1.33 1.62
C 3.72 -0.99 2.91
C 2.74 -0.53 3.80
C 1.44 -0.38 3.40
H -4.06 -0.31 1.80
H -3.14 -1.77 2.12
H -3.10 -1.04 0.51
H -2.78 0.95 4.21
H -1.07 1.28 4.36
H -1.69 -0.37 4.55
H -2.43 2.28 0.82
H -0.82 1.99 0.26
H -1.00 2.56 1.85
H 1.75 -1.70 0.27
H 4.14 -1.74 0.95
H 4.74 -1.11 3.26
H 3.02 -0.30 4.82
H 0.70 0.00 4.08
*
```

Löwdin population analysis, charges in e, atoms 1 to 8: W 1.616; C -0.290; C -0.284; C -0.299; C -0.296; C -0.297; C -0.002; C 0.008

***

Ordered DFT total energy results: -1606.78562; -520.98656; -1152.15477; unit a.u..